No. 1
Formula: C17H20N3O9P2Rb
Source: the Open Molecules 2025 dataset
Level of theory: the ωB97M-V functional and the def2-TZVPD basis

Each line ends with the Löwdin charge.
Element x y z (Å)
Rb -0.2759 0.6182 -1.3341  0.9933
C 0.4892 -2.6748 5.7659  -0.1103
O 0.1177 -1.3223 5.9621  -0.1251
C 0.8330 -0.4360 5.1645  -0.2435
C 1.5835 0.5331 5.7912  -0.0573
C 2.2792 1.4898 5.0514  -0.1385
C 2.2249 1.4390 3.6681  -0.0686
C 1.4866 0.4583 3.0055  -0.1232
C 1.4692 0.2752 1.5477  -0.1457
N 1.7385 1.0512 0.5626  -0.0991
N 2.1491 2.3528 0.7990  0.0188
C 1.9385 3.1306 -0.2467  -0.5444
O 1.3385 2.8939 -1.3305  -0.2001
C 2.4999 4.5293 -0.0690  -0.1350
C 3.1622 4.9360 1.0872  -0.0370
C 3.6640 6.2239 1.1977  -0.1104
C 3.5133 7.1307 0.1540  -0.1341
C 2.8523 6.7341 -1.0008  -0.1136
C 2.3497 5.4437 -1.1069  -0.0410
C 0.7113 -0.5035 3.7434  -0.3212
O -0.0584 -1.3750 3.1888  -0.1234
H -0.1615 -3.2790 6.4008  0.0753
H 0.3617 -2.9604 4.7209  0.0728
H 1.5318 -2.8328 6.0716  0.0831
H 1.6013 0.5342 6.8767  0.0992
H 2.8542 2.2578 5.5553  0.0738
H 2.7551 2.1585 3.0608  0.0714
H 1.1923 -0.7281 1.2350  0.0741
H 3.2664 4.2189 1.8900  0.0920
H 4.1748 6.5248 2.1058  0.0876
H 3.9050 8.1380 0.2422  0.0816
H 2.7249 7.4328 -1.8206  0.0855
H 1.8267 5.1079 -1.9929  0.1026
N -1.9339 -1.4907 1.4106  0.1388
C -2.4753 -2.3400 0.2830  -0.4812
C -3.0709 -3.6113 0.8728  -0.1027
P -3.8103 -1.2210 -0.4435  0.2457
O -4.0457 -1.8592 -1.8980  -0.1859
O -5.0428 -1.3739 0.3752  -0.3427
O -3.1014 0.1081 -0.5124  -0.4310
P -1.0739 -2.6687 -0.9142  0.2814
O -0.9804 -4.2971 -0.9462  -0.1633
O -1.4622 -2.2490 -2.3142  -0.3841
O 0.1449 -2.0944 -0.2861  -0.3710
H -2.0183 -0.5144 1.0970  0.1096
H -0.9516 -1.6467 1.7685  0.0962
H -2.5365 -1.5884 2.2262  0.1493
H -3.8778 -3.3445 1.5589  0.0706
H -2.3155 -4.2157 1.3785  0.0787
H -3.5065 -4.2117 0.0756  0.0798
H -3.1555 -1.9439 -2.3228  0.0115
H -1.3057 -4.5837 -1.8059  0.0608

Cartesian forces (eV/Å) of the 6 atoms listed first:
-0.18 -0.05 -0.22
-0.01 0.04 -0.01
0.00 0.00 0.05
-0.01 0.01 -0.02
-0.02 -0.03 0.02
0.02 0.03 0.02

## Properties
E ... -60093.2061 eV
Net charge ... -2
HOMO level ... -1.52 eV
ΔE to the lowest compared entry with this formula, charge and spin ... 3.76 kcal per mole
Frontier orbital gap ... 5.597 eV

No. 2
Formula: C17H20N4O
Source: the Open Molecules 2025 dataset
Level of theory: the ωB97M-V functional and the def2-TZVPD basis

Each line ends with the Löwdin charge.
Element x y z (Å)
C -4.7630 -0.8805 0.7561  -0.0474
C -3.8612 0.1999 0.0299  -0.1895
C -4.3836 1.5320 -0.2632  -0.0828
C -3.7228 2.4250 -0.8663  -0.1378
C -2.4506 2.0590 -1.3236  0.0043
C -1.9274 0.8957 -0.8622  -0.2694
C -0.6198 0.6074 -1.0706  0.0072
C -0.0459 -0.4940 -1.0725  -0.1285
C 1.1404 -1.2272 -1.2054  -0.1411
N 1.0715 -2.5394 -0.7211  0.2057
N -0.2875 -2.4364 -0.2428  -0.1013
C -1.0235 -1.3829 -0.4784  -0.4424
N -2.1520 -1.4602 -0.1618  0.2672
C -2.6357 0.0349 -0.2684  -0.1726
C -0.7213 -3.9052 0.1091  -0.0088
H -1.8205 -3.7784 0.6520  0.1152
H -0.0862 -4.3670 1.1520  0.1399
H -0.6773 -4.7092 -0.4554  -0.0231
N 2.4942 -0.7429 -1.7440  0.1171
C 3.1312 0.3030 -1.3185  -0.4417
O 4.1419 0.4086 -2.1487  -0.0547
C 2.5958 1.2963 -0.1905  -0.0421
H 2.7354 2.3305 -0.6906  0.1570
C 3.6310 1.1557 1.0105  -0.6113
C 3.6011 -0.1005 1.2486  -0.2115
H 4.3713 -0.3124 2.3234  0.1670
H 3.8710 -1.2404 0.7808  0.1807
H 2.6307 -0.2925 1.8233  0.1106
C 3.3116 2.1654 1.9656  -0.0416
H 2.4128 2.0548 2.3104  0.0363
H 3.4960 3.2971 1.3518  0.1903
H 4.0520 2.1170 2.5640  0.0125
H 4.7384 1.2881 0.4684  0.2126
H 1.6875 0.8481 -0.0189  0.0441
H 2.8233 -1.6303 -2.2240  0.1862
H 0.1092 1.7071 -1.6674  0.2357
H -1.8518 3.0162 -1.8047  0.1734
H -4.2391 3.4348 -0.7694  0.1438
H -5.5913 1.6904 0.0334  0.1712
H -5.9448 -0.4227 0.9700  0.1316
H -4.7605 -1.8274 0.1781  0.0588
H -4.4808 -1.1177 1.8408  0.0795

Cartesian forces (eV/Å) of the 6 atoms listed first:
-2.11 1.70 1.03
-8.46 2.04 2.67
-7.39 -7.14 4.89
2.21 5.33 -2.46
0.44 6.21 -0.41
3.14 5.33 -3.45

## Properties
E ... -25945.2862 eV
Net charge ... 0
HOMO level ... -8.23 eV
ΔE to the lowest compared entry with this formula, charge and spin ... 408.06 kcal per mole
Frontier orbital gap ... 7.295 eV

No. 3
Formula: C17H20N4O2
Source: the Open Molecules 2025 dataset
Level of theory: the ωB97M-V functional and the def2-TZVPD basis

Each line ends with the Löwdin charge.
Element x y z (Å)
C -2.8415 6.0927 -2.9969  -0.0904
O -2.8407 4.7904 -2.4660  -0.0759
C -1.6513 4.2185 -2.1407  -0.2666
C -0.4096 4.8258 -2.2930  -0.0361
C 0.7341 4.1374 -1.9214  -0.0848
C 0.6597 2.8622 -1.4033  -0.0439
C -0.5858 2.2499 -1.2499  -0.2109
N -0.6071 0.9571 -0.7149  0.1410
C -1.6640 0.1259 -0.5083  -0.4404
O -2.8171 0.3918 -0.7580  0.0899
C -1.2665 -1.2103 0.1224  -0.2214
C -0.0826 -1.9077 -0.5771  -0.1133
C 1.1772 -1.9048 0.2880  -0.1557
N 0.9143 -2.5548 1.5523  -0.0760
C 1.7296 -3.5387 1.9986  -0.2709
C 1.4570 -4.3064 3.1544  -0.0831
N 2.2813 -5.2345 3.5789  0.0640
C 3.3964 -5.4476 2.8836  -0.1527
C 3.6671 -4.7152 1.7422  -0.1289
N 2.8514 -3.7711 1.3013  0.1144
C -0.3326 -2.2400 2.2184  -0.1557
C -0.9597 -0.9906 1.6108  -0.1261
C -1.7351 2.9276 -1.6179  0.0701
H -3.8875 6.3365 -3.1761  0.0928
H -2.2923 6.1430 -3.9428  0.0952
H -2.4183 6.8158 -2.2919  0.0952
H -0.3174 5.8218 -2.6947  0.0988
H 1.6975 4.6102 -2.0408  0.1054
H 1.5604 2.3372 -1.1182  0.1057
H 0.3070 0.5994 -0.4755  0.1199
H -2.1546 -1.8443 0.0473  0.1473
H 0.1305 -1.4412 -1.5405  0.1195
H -0.3477 -2.9474 -0.7759  0.1239
H 1.9798 -2.4628 -0.1975  0.1107
H 1.5406 -0.8834 0.4649  0.1193
H 0.5583 -4.1732 3.7383  0.0992
H 4.0580 -6.2151 3.2560  0.0946
H 4.5591 -4.8760 1.1512  0.1027
H -1.0360 -3.0804 2.1299  0.1344
H -0.1414 -2.0674 3.2837  0.1245
H -0.2836 -0.1440 1.7452  0.1211
H -1.8830 -0.7587 2.1424  0.1299
H -2.7039 2.4723 -1.5088  0.1131

Cartesian forces (eV/Å) of the 6 atoms listed first:
0.02 0.23 -0.09
0.07 -0.34 0.14
0.25 -0.11 0.07
-0.27 0.29 -0.14
0.00 -0.18 0.08
0.07 0.02 0.00

## Properties
E ... -28009.1326 eV
Net charge ... 0
HOMO level ... -8.22 eV
ΔE to the lowest compared entry with this formula, charge and spin ... 45.14 kcal per mole
SMILES ... COc1cccc(NC(=O)C2CCN(c3cnccn3)CC2)c1
Frontier orbital gap ... 8.811 eV

No. 4
Formula: C17H20NO8P2SeV
Source: the Open Molecules 2025 dataset
Level of theory: the ωB97M-V functional and the def2-TZVPD basis

Each line ends with the Löwdin charge.
Element x y z (Å)
V 1.3128 -0.3113 0.4249  0.4018
O -0.7785 0.0301 -0.0136  -0.2748
C -1.6052 0.1102 0.9683  -0.1548
C -1.4362 -0.4326 2.2583  -0.1174
C -2.4312 -0.3213 3.2398  0.0688
C -2.2278 -0.7970 4.5337  -0.1854
C -0.9907 -1.3564 4.8886  -0.0053
C -0.0039 -1.4984 3.9479  0.0220
C -0.1955 -1.1021 2.6044  -0.3080
O 0.6919 -1.3143 1.7151  -0.1445
N -3.2598 -0.7149 5.4830  -0.3651
O -3.0237 -1.0302 6.6533  0.0381
O -4.3741 -0.3368 5.1067  0.0282
H -2.5185 0.6959 0.7880  0.1332
H -3.3692 0.1563 2.9991  0.1227
H -0.8318 -1.6759 5.9070  0.1110
H 0.9568 -1.9197 4.2110  0.1253
C 1.8097 -2.3550 -2.5378  -0.2337
P 0.6099 -1.5059 -1.4174  0.8628
C -0.6565 -2.8145 -1.2064  -0.2265
C -0.1783 -0.3290 -2.5756  -0.3393
C -1.0352 -0.7166 -3.6004  -0.0867
C -1.6451 0.2294 -4.4073  -0.0924
C -1.3832 1.5782 -4.2178  -0.0905
C -0.5220 1.9742 -3.2107  -0.0885
C 0.0711 1.0382 -2.3773  -0.3373
P 1.1131 1.5127 -0.9555  0.8865
C 2.4937 2.4167 -1.7554  -0.2144
C 0.2398 2.9081 -0.1620  -0.2071
H 2.5867 -1.6381 -2.8032  0.0399
H 1.3266 -2.7236 -3.4443  0.0334
H 2.2765 -3.1810 -1.9998  0.0418
H -0.2262 -3.6292 -0.6217  0.0497
H -0.9899 -3.1974 -2.1703  0.0266
H -1.4922 -2.3781 -0.6629  0.0396
H -1.2588 -1.7620 -3.7646  0.0920
H -2.3289 -0.0815 -5.1857  0.0964
H -1.8707 2.3210 -4.8336  0.0969
H -0.3248 3.0270 -3.0600  0.0954
H 2.9884 1.7700 -2.4783  0.0506
H 3.2057 2.6662 -0.9659  0.0128
H 2.1296 3.3229 -2.2391  0.0404
H 0.9756 3.4251 0.4567  0.0559
H -0.5564 2.5234 0.4744  0.0359
H -0.1723 3.5917 -0.9055  0.0343
O 4.1439 2.0529 0.7719  -0.4602
Se 3.4285 0.7921 1.4297  0.7206
O 1.8870 1.1419 1.8424  -0.4792
O 3.1429 -0.3681 0.2560  -0.5126
O 4.2969 0.2072 2.6120  -0.4389

Cartesian forces (eV/Å) of the 6 atoms listed first:
-1.15 -0.01 -2.54
-0.99 0.90 2.24
0.11 0.04 -0.73
0.65 -0.19 -0.04
-0.13 -0.10 0.84
0.41 0.43 -1.97

## Properties
E ... -145433.0570 eV
Net charge ... -1
HOMO level (alpha / beta) ... -3.18 / -3.11 eV
ΔE to the lowest compared entry with this formula, charge and spin ... 21.35 kcal per mole
Spin multiplicity ... 2
Frontier orbital gap (alpha / beta) ... 4.966 / 5.006 eV

No. 5
Formula: C17H20O3S
Source: the Open Molecules 2025 dataset
Level of theory: the ωB97M-V functional and the def2-TZVPD basis

Each line ends with the Löwdin charge.
Element x y z (Å)
C 5.5970 0.9806 0.3952  -0.0532
C 4.2713 0.3819 0.0345  -0.2781
C 3.1463 1.1911 -0.0853  -0.0317
C 1.9158 0.6537 -0.4068  -0.0246
C 1.7821 -0.7132 -0.6240  -0.2834
C 0.4438 -1.2947 -0.8963  -0.1563
S -0.2649 -1.6692 0.7539  0.6943
O -0.0628 -0.5507 1.6304  -0.2896
O 0.2675 -2.9379 1.1813  -0.3229
C -2.0778 -1.9483 0.5664  -0.1358
C -2.7925 -0.9451 -0.3468  -0.5520
C -4.3142 -1.0683 -0.1557  0.0007
O -2.4629 -1.2308 -1.6970  -0.0250
C -2.3623 0.4785 -0.0361  -0.1913
C -2.4140 0.9586 1.2665  -0.0481
C -2.0184 2.2516 1.5504  -0.0644
C -1.5735 3.0854 0.5385  -0.0834
C -1.5411 2.6216 -0.7636  -0.0830
C -1.9374 1.3263 -1.0495  -0.0383
C 2.8987 -1.5276 -0.4926  -0.0284
C 4.1294 -0.9832 -0.1726  -0.0359
H 5.5683 1.3666 1.4137  0.0831
H 5.8354 1.8107 -0.2682  0.0795
H 6.3905 0.2406 0.3296  0.0725
H 3.2385 2.2547 0.0824  0.1139
H 1.0474 1.2913 -0.4816  0.1055
H -0.2283 -0.5994 -1.3842  0.0772
H 0.4842 -2.2469 -1.4158  0.1132
H -2.1644 -2.9626 0.1817  0.1115
H -2.4517 -1.9167 1.5855  0.1118
H -4.6021 -0.7619 0.8450  0.0879
H -4.6359 -2.0970 -0.3147  0.0893
H -4.8172 -0.4246 -0.8743  0.0989
H -2.9017 -2.0496 -1.9531  0.1116
H -2.7519 0.3243 2.0705  0.1175
H -2.0510 2.6075 2.5688  0.1072
H -1.2564 4.0927 0.7648  0.1020
H -1.2044 3.2656 -1.5632  0.1051
H -1.9189 0.9683 -2.0676  0.1162
H 2.8002 -2.5936 -0.6345  0.1172
H 4.9894 -1.6304 -0.0758  0.1093

Cartesian forces (eV/Å) of the 6 atoms listed first:
-0.04 0.01 0.02
-0.02 -0.06 -0.02
-0.02 -0.04 -0.03
0.05 -0.03 -0.06
0.41 0.07 -0.01
-0.44 -0.06 0.73

## Properties
E ... -34931.1189 eV
Net charge ... 0
HOMO level ... -8.75 eV
ΔE to the lowest compared entry with this formula, charge and spin ... 0.00 kcal per mole
SMILES ... Cc1ccc(CS(=O)(=O)C[C@](C)(O)c2ccccc2)cc1
Frontier orbital gap ... 9.201 eV

No. 6
Formula: C17H21BN6Zn
Source: the Open Molecules 2025 dataset
Level of theory: the ωB97M-V functional and the def2-TZVPD basis

Each line ends with the Löwdin charge.
Element x y z (Å)
H -0.5224 3.0886 0.9200  0.0948
N -0.0137 1.8242 -0.7099  -0.0428
B 0.6764 0.8513 -2.9575  -0.4768
N 0.5520 2.0490 -1.9505  -0.0073
C 0.7833 3.3711 -2.0908  -0.0753
Zn -0.7952 -0.1775 -0.1240  0.4669
H 1.2215 3.7377 -3.0091  0.1177
C 0.3671 4.0092 -0.9271  -0.0724
H 0.4168 5.0658 -0.7023  0.0896
C -0.1284 3.0093 -0.0895  -0.1691
H 1.0844 1.2220 -4.0232  0.1150
C -1.1421 -1.9831 0.4671  -0.1765
H -1.3671 -1.6430 1.4993  -0.0212
H -0.4724 -2.8152 0.4492  -0.0150
H -2.1140 -2.0304 -0.0209  -0.0321
N -0.7349 0.2318 -3.0235  0.0049
N 1.5738 -0.2497 -2.3125  -0.0165
N -1.3271 -0.2297 -1.8463  -0.0828
N 1.1963 -0.8833 -1.1275  0.0191
C -1.5989 0.1266 -4.0550  -0.0490
C 2.7229 -0.7879 -2.7726  -0.0822
H -1.3140 0.4552 -5.0538  0.1251
H 3.1631 -0.4183 -3.6891  0.1166
C -2.8038 -0.4301 -3.5670  -0.0406
C 3.1183 -1.7847 -1.8822  -0.0709
C -2.5799 -0.6250 -2.1854  -0.1053
C 2.1301 -1.8075 -0.8739  -0.1512
H -3.6985 -0.6537 -4.1068  0.0827
H 3.9984 -2.4005 -1.9510  0.0832
H -3.2360 -1.0187 -1.4429  0.0955
H 2.1068 -2.4505 -0.0018  0.1021
H -1.5061 0.9958 0.7469  0.0786
C 0.8259 0.2628 1.7192  0.0551
C 0.3868 -0.1976 2.9825  -0.3075
C 0.7995 -1.4736 3.4779  -0.0258
C 0.2357 -1.9934 4.6392  -0.0761
C -0.7236 -1.2554 5.3519  -0.0698
C -1.1289 0.0108 4.8948  -0.0758
C -0.5913 0.5380 3.7271  -0.0309
H 0.6531 1.2967 1.4567  0.0214
H 1.6315 -0.2558 1.2163  0.0610
H 1.5375 -2.0374 2.8976  0.1166
H 0.5478 -2.9789 4.9923  0.1065
H -1.1560 -1.6646 6.2641  0.1033
H -1.8659 0.5888 5.4583  0.1066
H -0.9087 1.5108 3.3356  0.1108

Cartesian forces (eV/Å) of the 6 atoms listed first:
-0.02 -0.10 -0.33
0.88 0.90 -0.96
0.02 -0.16 1.16
-0.53 0.38 1.32
-0.20 -0.41 0.28
2.77 0.83 2.07

## Properties
E ... -76000.6367 eV
Net charge ... 0
HOMO level (alpha / beta) ... -6.84 / -7.02 eV
ΔE to the lowest compared entry with this formula, charge and spin ... 130.78 kcal per mole
Frontier orbital gap (alpha / beta) ... 4.780 / 5.361 eV